{
  "formula": "C5H8O",
  "method": "ωB97M-V with the def2-TZVPD basis set",
  "charge": 0,
  "total_energy_ha": -270.5292,
  "orbital_gap_ev": 10.4,
  "smiles": "C[C@H]1CCC1=O",
  "relative_energy_kj_mol": 75.3,
  "fmax_ha_per_bohr": 0.0105,
  "symbols": ["O", "C", "C", "C", "C", "C", "H", "H", "H", "H", "H", "H", "H", "H"],
  "xyz": [[-1.370, 1.676, 0.866], [0.845, -0.056, -0.816], [0.079, -0.341, 0.506], [-0.408, 1.107, 0.425], [-0.958, -1.447, 0.587], [0.665, 1.470, -0.603], [1.535, 1.934, -0.125], [-1.517, -1.378, 1.526], [-1.674, -1.370, -0.239], [0.346, 2.092, -1.445], [0.796, -0.417, 1.335], [-0.486, -2.434, 0.540], [0.278, -0.410, -1.683], [1.870, -0.427, -0.876]]
}

{
  "formula": "C5H8O",
  "method": "ωB97M-V with the def2-TZVPD basis set",
  "charge": 0,
  "total_energy_ha": -270.3803,
  "orbital_gap_ev": [7.9, 7.6],
  "relative_energy_kj_mol": 466.3,
  "fmax_ha_per_bohr": 0.0284,
  "symbols": ["O", "C", "C", "C", "C", "C", "H", "H", "H", "H", "H", "H", "H", "H"],
  "xyz": [[-1.362, 0.782, 0.621], [-0.298, -0.864, -1.333], [-0.421, -1.799, -2.407], [0.240, -0.908, -0.086], [-0.155, 0.123, 0.945], [0.898, 1.202, 1.126], [-0.735, 0.125, -1.502], [-2.022, 0.117, 0.384], [1.858, 0.753, 1.394], [-0.273, -0.428, 1.895], [1.048, -1.590, 0.180], [0.586, 1.896, 1.911], [-0.374, -1.164, -3.316], [1.008, 1.754, 0.188]]
}

{
  "formula": "C5H8O",
  "method": "ωB97M-V with the def2-TZVPD basis set",
  "charge": 0,
  "total_energy_ha": -270.4294,
  "orbital_gap_ev": 9.5,
  "relative_energy_kj_mol": 337.3,
  "fmax_ha_per_bohr": 0.0400,
  "symbols": ["O", "C", "C", "C", "C", "C", "H", "H", "H", "H", "H", "H", "H", "H"],
  "xyz": [[0.061, -1.241, -1.602], [0.183, 0.160, -1.420], [-0.020, 0.013, 0.163], [-0.339, -1.414, -0.234], [-0.748, 0.830, 1.200], [1.263, 0.420, -0.432], [-0.324, 0.553, 2.175], [0.214, -2.187, 0.306], [-0.592, 1.911, 1.083], [2.058, -0.317, -0.397], [1.568, 1.452, -0.308], [-0.727, 0.739, -1.418], [-1.830, 0.646, 1.240], [-1.415, -1.631, -0.227]]
}

{
  "formula": "C5H8O",
  "method": "ωB97M-V with the def2-TZVPD basis set",
  "charge": 0,
  "total_energy_ha": -270.4601,
  "orbital_gap_ev": 10.0,
  "smiles": "C[C@H]1C[C@@H]1C=O",
  "relative_energy_kj_mol": 256.7,
  "fmax_ha_per_bohr": 0.0491,
  "symbols": ["O", "C", "C", "C", "C", "C", "H", "H", "H", "H", "H", "H", "H", "H"],
  "xyz": [[-1.929, 1.146, 1.382], [-1.089, -0.370, 0.071], [-1.530, 0.967, 0.243], [-0.281, -0.891, -1.000], [0.459, 0.221, -0.338], [1.607, -0.041, 0.583], [1.342, -0.861, 1.249], [2.504, -0.323, 0.019], [-1.634, 1.702, -0.574], [0.055, -1.897, -0.782], [-1.408, -0.966, 0.940], [-0.644, -0.724, -1.997], [0.609, 1.108, -0.988], [1.860, 0.826, 1.202]]
}

{
  "formula": "C5H8O",
  "method": "ωB97M-V with the def2-TZVPD basis set",
  "charge": 0,
  "total_energy_ha": -270.4925,
  "orbital_gap_ev": 10.6,
  "smiles": "O[C@@H]1C=CCC1",
  "relative_energy_kj_mol": 171.7,
  "fmax_ha_per_bohr": 0.0524,
  "symbols": ["O", "C", "C", "C", "C", "C", "H", "H", "H", "H", "H", "H", "H", "H"],
  "xyz": [[1.598, -1.340, 0.912], [-1.314, 0.541, 0.044], [0.899, -0.739, -0.169], [-0.631, -0.888, -0.152], [1.049, 0.764, -0.181], [-0.099, 1.427, -0.046], [-1.850, 0.588, 0.976], [-0.178, 2.510, 0.015], [-1.001, -0.773, -1.132], [2.032, 1.220, -0.222], [1.188, -1.000, 1.716], [-1.030, -1.895, 0.038], [-2.054, 0.848, -0.753], [1.346, -1.213, -1.055]]
}

{
  "formula": "C5H8O",
  "method": "ωB97M-V with the def2-TZVPD basis set",
  "charge": 0,
  "total_energy_ha": -270.3931,
  "orbital_gap_ev": 8.8,
  "relative_energy_kj_mol": 432.8,
  "fmax_ha_per_bohr": 0.0068,
  "symbols": ["O", "C", "C", "C", "C", "C", "H", "H", "H", "H", "H", "H", "H", "H"],
  "xyz": [[-0.341, -1.594, -0.701], [1.444, 0.016, -0.509], [0.734, -1.231, -0.128], [0.653, 0.464, 0.695], [-0.750, 0.592, 0.692], [-1.494, 0.148, -0.454], [2.518, 0.046, -0.330], [1.183, 0.424, -1.488], [-1.135, 0.366, -1.449], [1.175, -1.846, 0.667], [1.188, 0.660, 1.618], [-1.362, 1.500, 0.086], [-2.546, -0.100, -0.349], [-1.267, 0.554, 1.651]]
}

{
  "formula": "C5H8O",
  "method": "ωB97M-V with the def2-TZVPD basis set",
  "charge": 0,
  "total_energy_ha": -270.4439,
  "orbital_gap_ev": 10.4,
  "smiles": "C=C=CC.C=O",
  "relative_energy_kj_mol": 299.4,
  "fmax_ha_per_bohr": 0.0139,
  "symbols": ["O", "C", "C", "C", "C", "C", "H", "H", "H", "H", "H", "H", "H", "H"],
  "xyz": [[-1.300, 1.062, 1.426], [0.956, 0.212, -0.049], [0.115, -0.617, -0.594], [2.417, 0.518, -0.136], [-0.999, -1.263, -0.866], [-2.105, 0.391, 0.818], [2.547, 1.571, -0.413], [2.864, 0.401, 0.859], [-1.283, -2.154, -0.311], [2.969, -0.103, -0.843], [-2.475, -0.574, 1.208], [-1.661, -0.952, -1.670], [-2.581, 0.746, -0.114], [0.390, 0.828, 0.662]]
}

{
  "formula": "C5H8O",
  "method": "ωB97M-V with the def2-TZVPD basis set",
  "charge": 0,
  "total_energy_ha": -270.4082,
  "orbital_gap_ev": 8.6,
  "relative_energy_kj_mol": 393.0,
  "fmax_ha_per_bohr": 0.0125,
  "symbols": ["O", "C", "C", "C", "C", "C", "H", "H", "H", "H", "H", "H", "H", "H"],
  "xyz": [[-0.525, -1.023, 1.859], [0.770, 0.950, -0.902], [0.325, 0.925, 0.579], [-0.729, -0.807, -0.658], [0.024, -0.569, 0.658], [0.386, -0.348, -1.560], [-1.084, -1.830, -0.822], [0.171, 1.635, -1.531], [-1.123, -1.753, 1.670], [-0.565, 1.529, 0.797], [1.006, -1.057, 0.477], [1.114, 1.228, 1.272], [-1.583, -0.116, -0.780], [1.814, 1.238, -1.060]]
}

{
  "formula": "C5H8O",
  "method": "ωB97M-V with the def2-TZVPD basis set",
  "charge": 0,
  "total_energy_ha": -270.4562,
  "orbital_gap_ev": 9.4,
  "relative_energy_kj_mol": 266.9,
  "fmax_ha_per_bohr": 0.0100,
  "symbols": ["O", "C", "C", "C", "C", "C", "H", "H", "H", "H", "H", "H", "H", "H"],
  "xyz": [[-1.146, -0.340, 1.321], [-0.861, -1.305, 0.483], [-0.442, -0.171, -1.572], [-0.233, 0.821, 1.268], [0.305, -0.765, -0.355], [0.985, 0.194, 0.634], [1.729, 0.894, 0.247], [-0.926, -0.998, -2.102], [1.461, -0.438, 1.393], [0.983, -1.547, -0.709], [-0.701, 1.597, 0.648], [-1.242, 0.514, -1.270], [-0.122, 1.189, 2.289], [0.210, 0.354, -2.276]]
}

{
  "formula": "C5H8O",
  "method": "ωB97M-V with the def2-TZVPD basis set",
  "charge": 0,
  "total_energy_ha": -270.4852,
  "orbital_gap_ev": 11.0,
  "smiles": "C#CC[C@@H](C)O",
  "relative_energy_kj_mol": 190.9,
  "fmax_ha_per_bohr": 0.0106,
  "symbols": ["O", "C", "C", "C", "C", "C", "H", "H", "H", "H", "H", "H", "H", "H"],
  "xyz": [[-0.123, 0.327, -1.546], [0.708, -1.700, -0.685], [-0.794, 1.350, 0.964], [-0.129, 0.053, 0.888], [0.595, -0.203, -0.453], [-1.417, 2.379, 1.016], [-1.975, 3.285, 1.078], [1.228, -1.906, -1.624], [-0.903, -0.714, 1.013], [-0.299, -2.126, -0.751], [1.602, 0.244, -0.413], [-0.311, 1.255, -1.343], [0.575, -0.049, 1.722], [1.243, -2.194, 0.134]]
}